C15H28N5O18S4 | ωB97M-V/def2-TZVPD

```
70
Properties=species:S:1:pos:R:3:forces:R:3
O -1.528 5.220 -2.975 -0.064 -0.008 -0.136
O 0.981 -0.320 3.492 0.048 0.011 0.101
O -3.105 -1.605 -4.388 0.335 0.070 0.192
C 2.938 0.861 3.928 0.127 -0.221 0.284
H 2.925 -3.065 -2.055 0.108 0.035 -0.203
H -0.593 -0.901 -0.931 -0.096 -0.553 0.963
H -1.040 -1.907 -6.915 -0.068 0.161 -0.065
H 3.829 1.302 3.491 -0.113 0.184 -0.041
C 1.391 -0.953 -1.514 -2.020 0.373 1.143
H 2.150 -3.037 -3.676 0.303 -0.139 0.022
O -0.245 1.706 2.784 0.084 0.055 -0.105
N 1.017 1.407 -1.633 0.884 -0.387 1.054
O -1.073 -1.198 11.467 0.024 -0.095 0.012
N -0.785 1.549 -0.075 -0.256 0.096 0.016
O -3.932 4.984 -3.363 -0.041 0.025 0.085
H 0.726 0.079 -3.214 -0.148 0.120 0.137
H -0.718 1.568 9.857 0.024 0.004 -0.026
O 1.883 1.839 3.980 -0.008 0.012 -0.289
H 2.389 -0.012 2.020 0.042 -0.006 0.014
H 0.104 5.197 -4.246 -0.128 0.142 0.036
O 0.421 -4.939 -2.861 -0.375 -0.149 -0.513
C -2.529 -2.437 -5.411 -0.177 -0.115 -0.359
S -1.531 -1.220 10.126 0.015 0.060 -0.029
H -2.239 -3.395 -4.988 -0.045 0.076 0.208
H 2.836 -1.214 3.255 -0.170 -0.066 0.108
O -2.365 0.621 -3.669 0.279 -0.710 0.178
H 0.112 3.981 -2.945 0.015 -0.010 -0.032
C -1.351 -1.629 -5.913 0.151 -0.140 0.168
H 2.923 -5.175 -1.095 0.304 -0.015 -0.251
N 4.450 0.236 -1.044 -0.212 -0.037 0.182
H 2.384 0.477 -2.961 0.235 -0.152 0.384
H -0.667 2.663 -4.839 -0.132 -0.131 0.117
C 1.461 0.258 -2.425 0.651 -0.127 -0.981
N 0.274 -0.484 -0.575 -0.760 0.422 -2.544
C 2.002 -3.220 -2.612 -0.424 0.360 0.712
C -0.509 4.504 -3.678 0.226 -0.208 0.130
O -2.878 3.804 -1.464 0.011 -0.050 0.132
H -0.497 -1.702 -5.233 0.002 -0.042 -0.021
O -2.230 0.173 9.771 -0.058 -0.081 -0.228
S -2.936 -0.067 -4.777 -0.262 -0.195 -0.186
C -1.266 3.523 -4.551 -0.125 0.234 -0.329
H -1.831 1.746 8.481 -0.194 -0.116 0.032
H -0.935 -0.245 7.391 0.001 0.042 -0.013
H 1.780 1.972 -1.264 -0.249 0.485 -0.250
O -1.822 -0.273 -5.909 -0.044 -0.016 0.020
O 2.485 -1.149 -0.589 0.299 -0.018 -0.329
C 1.509 -4.655 -2.444 0.125 -0.062 -0.011
O -0.145 1.071 5.159 -0.105 -0.022 -0.007
S -2.830 4.306 -2.793 0.064 -0.141 -0.135
H -0.640 2.412 0.433 -0.029 0.409 -0.657
H -1.720 1.165 -0.026 0.162 -0.338 0.750
C -0.433 0.082 8.303 -0.216 -0.012 -0.317
H -1.668 4.003 -5.445 0.061 0.021 -0.013
C 0.898 -2.271 -2.084 0.668 -0.546 -0.379
H 0.536 0.503 8.051 0.081 -0.114 0.122
H -3.275 -2.593 -6.191 0.027 0.009 -0.024
H 0.332 -2.808 -1.321 0.115 0.149 0.165
H 3.156 0.531 4.944 -0.007 -0.026 -0.010
O -0.263 -1.052 9.163 0.080 0.150 0.143
N 2.314 -5.594 -1.784 0.216 0.459 0.084
C -1.298 1.033 9.103 0.295 0.179 0.212
H 0.184 -2.062 -2.882 -0.025 0.080 0.070
O -2.359 3.098 -3.729 0.168 0.675 0.204
H 2.834 -6.199 -2.406 -0.277 -0.343 0.103
C 2.356 -0.255 3.085 0.118 0.127 -0.283
O -2.356 -2.266 9.644 -0.060 -0.012 0.067
O -4.114 0.415 -5.388 0.047 0.136 0.007
C 3.527 -0.415 -0.810 0.318 0.048 -0.168
C 0.140 0.886 -0.719 0.109 0.017 0.378
S 0.461 1.137 3.882 0.062 -0.025 0.195
```
Positions in Å, forces in eV/Å.

Summary:
F_max: 2.7 eV Å⁻¹
E: -103643.834 eV
LUMO energy: -0.159 Ha
Orbital gap: 8.1 eV
Charge: +1
HOMO energy: -12.4 eV

These are the Löwdin partial charges, in e, on atoms 1 to 5: O -0.179; O -0.180; O -0.185; C -0.138; H 0.110

---

C15H28N7OPPtS3 | ωB97M-V/def2-TZVPD

```
56
Properties=species:S:1:pos:R:3:forces:R:3
H -0.952 -3.631 1.127 -0.002 -0.030 0.027
C -2.774 -3.143 2.169 -0.082 0.194 0.059
H -3.021 0.327 -4.109 -0.040 -0.009 -0.038
H 0.059 -1.998 -2.892 -0.028 0.114 -0.022
H -1.853 2.078 -5.334 0.004 0.037 -0.034
H 3.111 -3.002 -2.724 -0.003 -0.010 -0.004
C 1.657 5.104 1.534 0.127 -0.123 0.054
N 0.037 0.792 1.473 -0.232 -1.384 -0.514
S 3.117 -1.928 2.777 -0.686 0.325 -0.849
H -2.666 2.062 2.463 -0.050 0.002 -0.006
H 2.462 -4.543 0.238 -0.037 0.017 -0.063
P 1.417 -2.741 -1.021 0.402 -0.324 -0.865
H -0.782 -3.232 -1.935 -0.106 -0.017 0.035
C -1.069 0.691 2.129 0.482 0.682 -0.052
C 2.577 3.940 1.882 -0.209 0.382 0.302
C 1.780 2.001 0.634 -0.389 -0.334 -0.217
H 2.785 -1.285 -2.386 0.000 -0.022 -0.041
H 0.519 -3.703 -3.041 0.082 -0.079 0.020
H -3.219 2.578 -4.308 0.004 0.066 0.008
N -1.026 -1.638 1.590 0.487 0.126 0.066
N -1.438 2.154 -3.279 0.010 -0.057 -0.011
H -2.545 -0.841 -2.934 0.071 0.015 0.029
N 2.411 -0.693 2.293 0.125 0.405 0.299
Pt 1.091 -1.125 0.713 -0.453 0.474 0.427
O 2.727 -3.034 1.888 0.417 -0.881 0.278
H -0.791 2.773 -2.813 -0.069 -0.194 0.062
S -0.700 0.458 -1.399 0.104 -0.139 0.549
N 0.781 1.855 1.459 0.419 1.574 0.624
C 1.708 -4.480 -0.544 0.002 0.304 0.342
N -2.406 0.061 -3.356 -0.146 0.243 -0.204
C -2.941 -0.836 2.761 0.440 0.219 -0.248
H -1.759 1.628 3.915 -0.045 -0.021 0.074
C -1.547 -2.855 1.591 -0.167 -0.281 0.054
C 0.175 -2.932 -2.353 0.082 0.250 0.371
C -1.700 -0.618 2.155 -0.522 -0.752 0.077
S 2.008 0.944 -0.753 -0.013 -0.663 -0.064
C -2.138 2.646 -4.447 -0.192 -0.028 -0.316
H -1.879 3.688 -4.604 -0.001 -0.010 0.009
H 0.787 -4.930 -0.177 -0.041 -0.019 0.000
H -3.477 -0.017 3.211 -0.029 0.111 0.060
H 3.777 -2.230 -1.265 -0.001 -0.023 0.027
H -1.044 2.733 2.729 -0.085 -0.084 0.016
H 2.076 5.702 0.730 0.021 0.079 -0.075
C -3.478 -2.110 2.771 0.184 -0.253 -0.177
H 2.205 3.411 2.762 0.143 0.025 -0.099
H 3.587 4.299 2.085 -0.047 -0.130 0.002
C 2.922 -2.269 -1.939 -0.211 0.006 0.245
H 0.683 4.736 1.223 -0.130 -0.022 0.007
C -1.577 0.934 -2.790 0.289 0.227 -0.127
H 1.527 5.739 2.404 -0.029 0.133 0.086
C -1.671 1.852 2.853 0.224 0.075 -0.071
H -4.431 -2.295 3.241 -0.095 -0.020 0.048
H -3.161 -4.149 2.157 0.012 -0.098 -0.011
H 3.363 3.115 0.081 -0.204 -0.117 0.090
N 2.649 2.987 0.787 0.275 -0.062 -0.193
H 2.045 -5.029 -1.426 -0.065 0.102 -0.046
```
Positions in Å, forces in eV/Å.

Summary:
F_max: 1.7 eV Å⁻¹
E: -73511.699 eV
LUMO energy (alpha / beta): -0.221 / -0.317 Ha
Orbital gap (alpha / beta): 7.8 / 5.2 eV
Charge: +2
Multiplicity: 5
HOMO energy (alpha / beta): -13.8 / -13.8 eV
<S²>: 6.021

These are the Löwdin partial charges, in e, on atoms 1 to 5: H 0.104; C -0.010; H 0.116; H 0.013; H 0.103

---

C15H28NO18S2 | ωB97M-V/def2-TZVPD

```
64
Properties=species:S:1:pos:R:3:forces:R:3
O 10.641 7.992 4.043 1.184 -0.512 -1.324
H 14.144 10.877 6.331 0.072 1.247 0.516
S 14.723 8.363 7.644 5.195 1.566 -0.455
H 17.285 4.053 3.010 1.211 -1.857 -0.071
H 16.055 12.644 7.162 -1.798 -0.809 -0.022
C 11.371 4.751 10.044 1.830 3.237 3.070
C 11.915 5.371 8.737 1.382 -1.954 3.498
H 13.134 -0.142 3.314 0.524 0.702 0.148
H 13.552 1.615 3.000 0.173 -0.096 0.344
C 10.207 6.525 9.635 -3.636 5.592 -0.664
C 9.005 2.351 6.369 -2.240 -6.021 1.994
C 16.857 2.187 1.920 -0.259 -2.116 -1.621
O 13.059 4.375 5.900 -1.952 0.970 6.549
C 11.214 7.702 5.298 1.638 5.695 1.266
O 10.179 5.496 10.360 0.103 -3.263 0.839
H 12.307 8.141 5.459 -2.173 -1.166 -0.944
O 9.891 3.218 6.171 2.427 3.122 -0.594
O 9.667 9.423 5.325 -0.373 1.845 1.329
H 16.123 7.663 6.006 2.257 0.233 -0.784
H 14.435 13.251 7.511 -0.686 0.487 0.198
H 14.582 8.182 5.150 0.503 0.965 0.521
H 13.521 10.888 7.942 -1.021 0.668 0.613
C 17.838 3.320 2.294 -2.749 -1.032 2.997
H 14.739 6.789 5.927 -0.890 -2.255 0.741
C 15.057 12.410 7.713 2.994 0.061 -1.672
O 15.976 -0.822 3.996 -1.020 1.369 -1.027
H 7.330 4.073 4.625 -1.092 0.737 0.118
H 17.935 4.022 1.585 0.461 1.916 -3.660
H 8.521 3.224 3.645 -0.695 -0.421 -0.908
O 15.415 -0.153 1.621 -0.729 -0.966 0.493
O 12.602 4.795 3.836 1.661 -0.593 1.925
O 14.487 3.664 4.466 -2.359 1.923 0.387
S 15.427 0.125 3.039 2.751 1.765 -1.545
O 9.114 9.368 3.069 3.462 -0.729 4.529
H 11.182 3.770 9.953 -0.843 -3.525 -0.036
O 9.062 1.495 7.255 -0.436 1.978 -1.700
O 11.192 6.555 8.754 0.967 1.962 -1.251
N 13.379 4.330 4.804 2.434 -2.193 -8.806
H 15.815 2.500 1.627 1.676 0.561 -1.569
O 15.246 9.988 7.713 1.190 -2.556 0.559
H 9.499 5.152 5.534 -1.119 0.599 1.222
C 14.410 11.105 7.398 -0.739 -2.182 -2.049
O 15.561 7.704 8.617 -0.908 0.736 -0.997
H 13.921 0.804 4.524 0.117 1.035 5.300
H 13.049 5.295 8.966 -1.619 1.335 -1.316
H 11.620 4.782 7.918 0.049 -0.652 -1.297
C 9.491 4.151 5.158 -3.133 -0.449 2.712
H 15.507 12.407 8.670 -0.457 0.052 1.624
H 10.810 8.853 7.118 0.370 1.543 0.278
O 9.370 7.440 9.746 2.094 -1.852 -0.636
O 8.026 2.298 5.380 0.918 0.730 1.530
O 16.435 1.476 3.036 -1.220 -2.419 5.504
H 11.968 4.996 11.042 -0.352 -0.916 -2.412
O 13.353 8.326 7.651 -5.285 0.350 1.190
H 17.359 1.234 1.396 -0.891 2.985 -0.561
C 15.095 7.758 6.021 -0.393 1.308 0.001
C 13.812 0.713 3.560 -0.007 -1.684 -5.337
H 10.159 4.324 4.453 3.637 -0.631 -3.423
H 18.831 2.971 2.538 -0.030 -0.063 0.710
C 9.831 9.023 4.082 -4.106 0.066 -4.298
C 8.196 3.477 4.634 1.910 0.405 -0.930
C 10.275 8.535 6.257 1.423 -2.350 -1.893
H 11.170 6.714 5.418 0.258 -3.888 0.667
H 9.583 7.846 6.642 -1.662 -0.599 0.431
```
Positions in Å, forces in eV/Å.

Summary:
ΔE to the lowest compared entry with this formula, charge and spin: 30.0 kcal per mole
F_max: 9.4 eV Å⁻¹
E: -76016.450 eV
LUMO energy: 0.079 Ha
Orbital gap: 8.2 eV
Charge: -1
HOMO energy: -6.0 eV

These are the Löwdin partial charges, in e, on atoms 1 to 5: O 0.079; H 0.133; S 0.623; H 0.119; H 0.114

---

C15H28O7 | ωB97M-V/def2-TZVPD

```
50
Properties=species:S:1:pos:R:3:forces:R:3
C -0.466 -2.375 4.702 0.087 0.233 -0.112
H -0.882 4.305 0.069 0.280 0.312 -0.121
H 6.232 3.410 -0.652 0.044 0.139 -0.087
C -5.274 -0.326 1.303 0.998 -0.893 0.213
C -0.683 3.267 -1.453 0.351 0.428 3.202
O 5.235 1.087 -2.410 -0.008 0.064 0.027
C -1.217 -0.525 -0.978 0.137 -1.638 0.904
H -5.922 -0.870 1.982 -0.251 0.067 0.087
C 1.076 0.415 -0.114 -0.338 -0.254 -0.039
H 2.029 -0.027 -0.382 0.305 0.052 -0.063
C 5.429 2.273 -2.283 -0.014 -0.098 -0.016
O -6.030 -0.958 -0.810 -2.494 0.382 -3.044
H 1.185 0.864 0.867 0.168 -0.017 0.267
H -5.627 0.676 1.140 -0.306 0.268 -0.101
H -0.972 -0.221 -1.987 -0.041 0.506 -0.066
H -1.528 -2.374 -1.998 0.287 -0.524 0.096
H -1.803 -2.502 -0.224 0.002 -0.268 0.071
H -1.541 -2.538 4.789 0.031 -0.134 0.101
H 7.245 3.403 -2.119 -0.065 0.140 0.071
C 0.004 -0.703 -0.058 -0.345 0.911 -0.281
H 0.226 -4.555 2.070 0.000 0.021 0.013
C 4.515 3.294 -2.918 -0.127 -0.263 -0.065
H 0.424 -1.689 -0.204 0.364 -0.105 -0.179
H 0.357 -4.943 3.796 -0.147 -0.034 0.074
H 3.724 2.781 -3.461 0.013 -0.001 0.009
H -0.382 -0.713 0.949 -0.132 -0.183 0.288
O -0.891 3.080 -2.564 -0.615 -0.747 -5.109
H -1.918 0.139 -0.483 -0.003 0.518 -0.289
H -4.282 -0.313 1.744 0.087 0.171 0.219
C 6.595 2.801 -1.481 0.038 -0.264 0.024
C -5.199 -1.079 -0.007 1.041 0.219 2.656
C 0.797 1.530 -1.084 0.479 -0.325 0.084
C -3.421 -1.661 -1.387 0.322 -1.035 -0.007
H -3.807 -2.324 -2.154 -0.143 -0.193 -0.021
O -0.831 4.458 -0.888 -0.538 0.620 1.124
H 0.607 1.130 -2.073 -0.461 0.178 -0.185
H -0.263 -1.309 4.791 0.008 -0.015 -0.018
H -1.234 -4.580 3.077 0.021 -0.070 0.148
C -1.933 -1.898 -1.112 -0.509 1.353 -0.725
C 0.026 -2.869 3.364 0.044 0.041 -0.053
H 1.656 2.192 -1.182 0.214 0.047 0.093
H -3.572 -0.647 -1.739 -0.211 0.231 0.063
O -0.286 2.340 -0.577 0.460 -0.468 0.623
H 5.077 3.915 -3.618 -0.009 0.139 0.125
H 0.049 -2.901 5.507 -0.139 -0.092 0.025
H 7.166 1.966 -1.083 -0.021 -0.002 -0.015
H 4.066 3.922 -2.146 0.111 0.146 -0.060
O -4.138 -1.888 -0.149 0.889 0.464 0.096
O 0.554 -2.125 2.569 0.022 -0.113 0.179
C -0.171 -4.335 3.060 0.117 0.086 -0.229
```
Positions in Å, forces in eV/Å.

Summary:
F_max: 5.2 eV Å⁻¹
SMILES string: CC(=O)OCCCCCCOC(=O)O.CC(C)=O.CC(C)=O
E: -30341.159 eV
LUMO energy: 0.017 Ha
Orbital gap: 10.2 eV
Charge: 0
HOMO energy: -9.7 eV

These are the Löwdin partial charges, in e, on atoms 1 to 5: C -0.022; H 0.132; H 0.084; C 0.027; C -0.704

---

Question: The lowest F_max belongs to which entry?
Answer: C15H28N7OPPtS3

---

Question: Which formula does entry 1 have?
Answer: C15H28N5O18S4

---

Question: Which of these has the highest F_max?
Answer: C15H28NO18S2